No. 1
Below is C8H12N2PTb as an isolated structure, with properties calculated with ωB97M-V/def2-TZVPD.

The geometry in XYZ format:
```
24
Properties=species:S:1:pos:R:3:forces:R:3
C -0.81244 0.87942 -1.53434 1.0 0.7 0.4
C -1.16915 2.03892 -2.28241 0.8 0.1 0.5
C -0.09335 2.97824 -2.19799 -0.2 -1.1 0.4
C 0.94528 2.39614 -1.41091 -0.8 -0.4 0.0
C 0.51369 1.10554 -0.98830 -0.9 0.3 -0.6
Tb -1.05376 -0.94052 1.74341 -5.5 -1.8 -2.7
P 0.20196 -3.31099 1.06668 0.8 -1.9 -1.0
H -1.40415 -0.03061 -1.41039 0.1 0.1 -0.2
H -2.10022 2.18483 -2.82617 0.2 0.0 0.1
H -0.06889 3.96350 -2.65632 0.0 -0.2 0.1
H 1.09671 0.38819 -0.40919 0.0 0.2 -0.4
H 1.90420 2.85104 -1.16955 -0.1 -0.1 -0.1
H 1.47378 -3.19524 0.39505 -0.6 -0.1 0.3
H -0.52070 -3.93093 -0.02098 0.3 0.1 0.3
H 0.45142 -4.52289 1.78776 0.0 0.5 -0.3
N 0.43634 -0.25740 3.18291 3.2 1.9 0.6
C 0.99264 0.60074 4.11582 -0.2 0.3 -1.0
C 1.24600 1.79382 3.49550 0.7 0.4 1.5
C 0.97263 1.67068 2.13516 -0.6 -2.0 -0.3
N 0.48868 0.45102 1.86718 2.9 2.3 2.3
H 0.88875 -1.20303 3.12575 -0.5 0.6 0.2
H 1.13430 0.26333 5.12754 0.0 0.1 0.1
H 1.63388 2.69028 3.95861 -0.1 -0.1 0.1
H 1.12421 2.37604 1.33678 -0.4 0.1 -0.4
```
Forces are in eV/Å.

Orbital gap (spin up / spin down): 3.566 / 4.529 eV
Strongest force on any atom: 6.40 eV Å⁻¹
Spin multiplicity: 7
Lowest unoccupied orbital energy (spin up / spin down): -0.0504 / -0.0440 Eh
HOMO level (spin up / spin down): -4.938 / -5.727 eV



No. 2
Below is C2HO4S as an isolated structure, with properties calculated with ωB97M-V/def2-TZVPD.

The geometry in XYZ format:
```
8
Properties=species:S:1:pos:R:3:forces:R:3
C 0.48491 0.15490 0.90166 0.7 0.0 0.6
C 0.32516 0.70226 -0.51270 -0.1 0.2 -0.8
O 1.36621 0.34865 1.69934 -0.2 0.0 -0.3
O -0.61513 -0.55578 1.17766 -0.5 -0.3 -0.2
O 1.16581 0.67288 -1.42159 0.2 0.0 0.3
O -1.00300 -2.11411 -0.93718 0.4 -0.5 -0.2
S -1.31580 -0.75923 -0.44706 -0.5 0.5 0.7
H -0.40815 1.55042 -0.46013 0.1 0.0 0.0
```
Forces are in eV/Å.

Orbital gap: 7.146 eV
Charge: -1
Strongest force on any atom: 1.03 eV Å⁻¹
Relative energy (zero: lowest compared OMol25 entry of this formula, charge and spin): 26.4 kcal/mol
Lowest unoccupied orbital energy: 0.1345 Eh
HOMO level: -3.485 eV



No. 3
Below is C21H26MgN4O2S as an isolated structure, with properties calculated with ωB97M-V/def2-TZVPD.

The geometry in XYZ format:
```
55
Properties=species:S:1:pos:R:3:forces:R:3
Mg 0.64751 -1.08739 0.03788 -0.2 0.2 -0.3
O -0.32082 -2.25023 1.12622 -0.4 -0.7 0.7
C -0.36835 -3.52627 1.31172 0.1 0.1 -0.2
C -1.25328 -4.08545 2.26777 0.0 0.0 0.0
C -1.33188 -5.44078 2.46555 0.1 0.0 -0.1
C -0.53672 -6.33722 1.72945 0.0 0.0 0.1
C 0.32945 -5.82870 0.79611 0.0 0.0 -0.1
C 0.43751 -4.44381 0.56571 0.0 0.1 0.0
C 1.37488 -3.99416 -0.43298 0.0 0.2 0.0
N 1.64273 -2.76665 -0.70940 0.2 -0.3 -0.4
C 2.60909 -2.44605 -1.76446 -0.2 0.1 0.1
C 2.06897 -1.22866 -2.52724 -0.1 0.1 0.3
N 1.73388 -0.23258 -1.51300 0.4 0.1 -0.5
C 2.15476 0.97155 -1.59019 0.0 -0.2 0.1
C 1.98340 1.96950 -0.55084 -0.1 -0.1 0.0
C 2.42402 3.27842 -0.81146 0.0 -0.1 0.0
C 2.37677 4.26523 0.14375 -0.1 0.0 0.1
C 1.89070 3.93457 1.42027 0.1 0.0 -0.1
C 1.45153 2.66534 1.71008 0.0 0.1 0.1
C 1.46565 1.62855 0.74059 0.0 -0.2 -0.1
O 1.05302 0.44368 1.04870 0.2 0.9 0.5
H -1.86784 -3.39965 2.83786 0.0 0.0 0.0
H -2.02613 -5.83049 3.20036 0.0 0.0 0.0
H -0.60363 -7.40366 1.90196 0.0 0.0 0.0
H 0.95771 -6.49979 0.21619 0.0 0.0 0.0
H 1.88999 -4.78361 -0.98922 0.0 -0.1 0.0
H 2.80036 -3.28412 -2.43920 0.0 -0.1 0.0
H 3.55285 -2.15442 -1.29762 0.1 -0.1 0.0
H 1.14726 -1.52182 -3.04161 0.0 0.1 0.0
H 2.78946 -0.87017 -3.26797 0.0 0.1 0.0
H 2.71854 1.28835 -2.47433 0.0 0.0 0.0
H 2.81729 3.49982 -1.79999 0.0 0.0 0.0
H 2.71470 5.26990 -0.07711 0.0 -0.1 0.0
H 1.87775 4.69320 2.19557 0.0 0.0 0.0
H 1.09196 2.41324 2.70168 0.0 0.0 -0.1
C -3.53145 2.40292 0.94644 0.1 0.0 0.1
N -2.35467 1.55201 0.77469 0.0 -0.2 0.0
C -2.33449 0.45577 1.74084 -0.1 0.1 -0.1
C -1.82228 1.38639 -0.47398 -0.1 0.1 -0.1
S -1.57826 -0.15346 -1.15589 -0.2 0.0 0.0
N -1.56470 2.52488 -1.15112 0.1 0.1 0.0
C -1.23149 2.55689 -2.56863 -0.1 0.0 0.1
C -1.37303 3.81301 -0.48835 0.0 -0.1 0.0
H -4.42608 1.77334 0.97907 0.0 0.0 0.0
H -3.64797 3.10461 0.13082 0.0 0.0 -0.1
H -3.46822 2.95529 1.88595 0.0 0.0 0.0
H -2.37296 0.89491 2.73964 0.0 0.0 0.0
H -1.43139 -0.12808 1.65787 0.2 -0.1 0.0
H -3.19494 -0.20743 1.60683 0.0 0.0 0.0
H -1.39200 1.58394 -3.01251 0.0 -0.1 0.0
H -0.18812 2.84814 -2.69489 0.1 0.0 0.0
H -1.86415 3.29439 -3.07011 0.0 0.0 0.1
H -1.26772 3.67817 0.58323 0.0 0.0 0.0
H -2.19637 4.50118 -0.69417 0.0 0.0 0.0
H -0.45277 4.25747 -0.86654 0.1 0.0 0.0
```
Forces are in eV/Å.

Orbital gap: 7.933 eV
Strongest force on any atom: 1.10 eV Å⁻¹
Relative energy (zero: lowest compared OMol25 entry of this formula, charge and spin): 0.0 kcal/mol
Lowest unoccupied orbital energy: 0.0179 Eh
HOMO level: -7.446 eV